No. 1
# C2H3Cl2OPS

C2H3Cl2OPS in the gas phase (the ωB97M-V functional and the def2-TZVPD basis, OMol25).

Last column: Löwdin charge in e.
Positions of all 10 atoms, in Å:
C (0.134, -0.155, -0.772)  -0.359
C (1.465, -0.478, -0.359)  -0.423
O (2.122, -1.406, -0.750)  0.186
P (-1.031, 0.200, 0.780)  -0.340
S (-1.318, -1.205, 2.145)  0.130
Cl (-0.275, 1.946, 1.587)  0.227
Cl (-2.714, 0.809, -0.188)  0.239
H (-0.360, -0.920, -1.396)  0.105
H (0.133, 0.750, -1.332)  0.063
H (1.844, 0.459, 0.286)  0.172

## Properties
⟨S²⟩: 2.008
Multiplicity: 3
HOMO (alpha / beta): -0.2535 / -0.3495 Ha
HOMO-LUMO gap (alpha / beta): 6.926 / 6.224 eV
Electronic energy: -1813.0808 Eh

No. 2
# C2H3Cl2PS

2 unconnected molecules or ions with the total composition C2H3Cl2PS (the ωB97M-V functional and the def2-TZVPD basis, OMol25).

Last column: Löwdin charge in e.
Positions of all 9 atoms, in Å:
C (-0.018, 0.737, 0.300)  -0.105
C (-0.929, -0.205, 0.280)  -0.471
P (-2.726, 0.170, -0.007)  0.052
S (-1.389, 3.393, -0.336)  0.193
Cl (-3.439, -0.987, -1.573)  0.123
Cl (-3.256, -0.812, 1.559)  0.277
H (0.932, 0.542, 0.732)  0.060
H (-0.301, 1.764, -0.019)  -0.170
H (-0.897, -1.203, 0.750)  0.041

## Properties
HOMO (alpha / beta): -0.3418 / -0.3477 Ha
ΔE to the lowest compared entry with this formula, charge and spin: 389.4 kJ/mol
HOMO-LUMO gap (alpha / beta): 6.593 / 6.693 eV
Electronic energy: -1737.8191 Eh

No. 3
# C2H3Cl3N2

2 unconnected molecules or ions with the total composition C2H3Cl3N2 (the ωB97M-V functional and the def2-TZVPD basis, OMol25).

Last column: Löwdin charge in e.
Positions of all 10 atoms, in Å:
N (1.111, 2.936, 1.577)  0.171
C (0.764, 1.914, 1.078)  -0.316
N (0.290, 0.993, 0.448)  0.022
C (-0.449, -0.222, 0.040)  -1.058
Cl (-2.192, -0.008, -0.340)  0.580
Cl (0.473, -0.792, -1.355)  0.590
H (1.958, 3.436, 1.697)  0.067
H (-0.316, -0.974, 0.714)  0.014
Cl (-2.413, -3.293, -2.411)  0.260
H (-2.145, -2.302, -1.614)  -0.332

## Properties
HOMO: -0.3711 Ha
ΔE to the lowest compared entry with this formula, charge and spin: 115.7 kJ/mol
HOMO-LUMO gap: 10.690 eV
Electronic energy: -1568.0465 Eh

No. 4
# C2H3Cl3S

2 unconnected molecules or ions with the total composition C2H3Cl3S (the ωB97M-V functional and the def2-TZVPD basis, OMol25).

Last column: Löwdin charge in e.
Positions of all 9 atoms, in Å:
Cl (-4.076, -0.878, -0.316)  0.500
C (-2.443, -0.551, 0.262)  -1.554
Cl (-1.894, 0.972, -0.432)  0.524
Cl (-2.595, -0.530, 2.019)  0.508
H (-1.810, -1.397, 0.000)  0.020
C (3.251, 0.719, -0.419)  -0.612
S (2.448, -0.472, -1.114)  0.596
H (3.743, 0.349, 0.552)  0.013
H (3.375, 1.788, -0.553)  0.005

## Properties
HOMO: -0.3280 Ha
ΔE to the lowest compared entry with this formula, charge and spin: 159.4 kJ/mol
HOMO-LUMO gap: 8.438 eV
Electronic energy: -1856.7055 Eh

No. 5
# C2H3Cl3S

2 unconnected molecules or ions with the total composition C2H3Cl3S (the ωB97M-V functional and the def2-TZVPD basis, OMol25).

Last column: Löwdin charge in e.
Positions of all 9 atoms, in Å:
C (0.837, -0.960, -0.084)  -0.651
C (-0.135, 1.149, -0.004)  -1.085
S (-1.697, 0.599, 0.662)  0.332
Cl (0.344, -1.672, 1.330)  0.598
Cl (0.912, 2.079, 0.988)  0.555
Cl (-2.182, -0.856, -0.668)  0.147
H (1.843, -0.552, -0.324)  0.044
H (0.466, -1.564, -0.960)  0.016
H (-0.388, 1.776, -0.939)  0.045

## Properties
HOMO: -0.3177 Ha
ΔE to the lowest compared entry with this formula, charge and spin: 307.3 kJ/mol
HOMO-LUMO gap: 8.192 eV
Electronic energy: -1856.6492 Eh

No. 6
# C2H3Cl3Si

C2H3Cl3Si in the gas phase (the ωB97M-V functional and the def2-TZVPD basis, OMol25).

Last column: Löwdin charge in e.
Positions of all 9 atoms, in Å:
Si (1.392, 0.064, -0.047)  0.597
C (-0.429, 0.416, 0.112)  -1.030
Cl (-0.790, 1.994, -0.201)  0.641
C (-1.548, -0.442, 0.161)  -1.188
Cl (-3.183, 0.112, 0.089)  0.626
Cl (-1.210, -2.164, 0.271)  0.584
H (2.055, 0.515, -1.421)  -0.037
H (1.344, -1.325, 0.317)  -0.105
H (2.370, 0.831, 0.720)  -0.088

## Properties
HOMO: -0.3393 Ha
ΔE to the lowest compared entry with this formula, charge and spin: 528.0 kJ/mol
HOMO-LUMO gap: 9.302 eV
Electronic energy: -1748.0050 Eh

No. 7
# C2H3ClF2S

2 unconnected molecules or ions with the total composition C2H3ClF2S (the ωB97M-V functional and the def2-TZVPD basis, OMol25).

Last column: Löwdin charge in e.
Positions of all 9 atoms, in Å:
F (-0.591, 1.746, 1.044)  0.114
C (0.207, 1.016, 0.269)  -0.548
F (-0.093, 1.147, -0.974)  0.093
C (1.100, 0.101, 0.639)  -0.482
S (1.782, -0.995, -0.507)  0.769
H (1.433, 0.025, 1.748)  0.116
H (0.747, -1.051, -1.319)  -0.169
Cl (-2.246, -1.141, -1.124)  0.246
H (-2.339, -0.847, 0.223)  -0.139

## Properties
HOMO: -0.3210 Ha
ΔE to the lowest compared entry with this formula, charge and spin: 112.8 kJ/mol
HOMO-LUMO gap: 9.182 eV
Electronic energy: -1136.0709 Eh

No. 8
# C2H3ClF2S

C2H3ClF2S in the gas phase (the ωB97M-V functional and the def2-TZVPD basis, OMol25).

Last column: Löwdin charge in e.
Positions of all 9 atoms, in Å:
F (2.129, -0.224, -0.031)  0.011
C (1.049, -1.008, -0.381)  -0.524
F (1.085, -2.054, 0.416)  0.033
C (-0.245, -0.169, 0.017)  -0.940
S (-0.472, -0.263, 1.804)  0.737
Cl (-1.520, -1.069, -0.918)  0.548
H (1.223, -1.304, -1.445)  0.157
H (-0.291, 0.936, -0.298)  0.096
H (-1.800, -0.043, 1.639)  -0.119

## Properties
HOMO: -0.3593 Ha
ΔE to the lowest compared entry with this formula, charge and spin: 42.6 kJ/mol
HOMO-LUMO gap: 10.469 eV
Electronic energy: -1136.0976 Eh

No. 9
# C2H3ClFN

C2H3ClFN in the gas phase (the ωB97M-V functional and the def2-TZVPD basis, OMol25).

Last column: Löwdin charge in e.
Positions of all 8 atoms, in Å:
H (-2.704, -0.057, 0.050)  0.052
N (-1.770, 0.278, 0.080)  0.103
C (-0.687, -0.327, 0.040)  -0.751
Cl (-0.551, -2.056, -0.024)  0.626
C (0.844, 0.360, 0.152)  -0.194
F (0.777, 1.691, 0.028)  -0.002
H (1.455, 0.073, -0.592)  0.066
H (1.193, -0.097, 1.062)  0.099

## Properties
HOMO: -0.3757 Ha
ΔE to the lowest compared entry with this formula, charge and spin: 30.6 kJ/mol
HOMO-LUMO gap: 11.093 eV
Electronic energy: -692.7760 Eh

No. 10
# C2H3ClFN

2 unconnected molecules or ions with the total composition C2H3ClFN (the ωB97M-V functional and the def2-TZVPD basis, OMol25).

Last column: Löwdin charge in e.
Positions of all 8 atoms, in Å:
C (-0.514, -1.606, 0.344)  -0.681
C (0.859, 0.857, 1.289)  -0.096
N (-0.773, -1.190, -0.798)  0.055
F (2.078, 0.449, 1.312)  -0.002
Cl (-0.790, -2.940, 1.342)  0.629
H (0.418, 1.521, 2.009)  0.054
H (0.538, 0.865, 0.306)  0.014
H (-1.195, -1.796, -1.434)  0.027

## Properties
⟨S²⟩: 2.008
Multiplicity: 3
HOMO (alpha / beta): -0.2817 / -0.4192 Ha
ΔE to the lowest compared entry with this formula, charge and spin: 0.0 kJ/mol
HOMO-LUMO gap (alpha / beta): 8.641 / 10.559 eV
Electronic energy: -692.6331 Eh

No. 11
# C2H3ClINO2

2 unconnected molecules or ions with the total composition C2H3ClINO2 (the ωB97M-V functional and the def2-TZVPD basis, OMol25).

Last column: Löwdin charge in e.
Positions of all 10 atoms, in Å:
O (-1.751, -0.988, -2.284)  0.044
N (-1.457, -1.097, -1.174)  -0.714
O (-0.663, -1.749, -0.576)  -0.023
I (-2.527, 0.276, 0.213)  0.739
C (1.009, 0.626, 1.363)  -0.149
C (1.237, 0.410, 0.090)  -0.648
Cl (0.602, 1.594, -1.097)  0.492
H (1.345, -0.105, 2.132)  0.072
H (0.326, 1.470, 1.746)  0.077
H (1.879, -0.437, -0.411)  0.111

## Properties
HOMO: -0.3620 Ha
ΔE to the lowest compared entry with this formula, charge and spin: 42.5 kJ/mol
HOMO-LUMO gap: 8.330 eV
Electronic energy: -1040.9682 Eh

No. 12
# C2H3ClN

2 unconnected molecules or ions with the total composition C2H3ClN (the ωB97M-V functional and the def2-TZVPD basis, OMol25).

Last column: Löwdin charge in e.
Positions of all 7 atoms, in Å:
C (1.143, -1.350, -0.018)  0.337
C (-0.536, 0.313, 0.539)  -0.506
N (0.388, -0.522, 0.221)  0.043
Cl (-2.180, 0.044, 0.025)  0.737
H (1.840, -1.919, -0.634)  0.157
H (-0.358, 1.290, 0.896)  0.055
H (-0.296, 2.144, -1.030)  0.177

## Properties
Charge: +1
HOMO (alpha / beta): -0.5504 / -0.5665 Ha
ΔE to the lowest compared entry with this formula, charge and spin: 375.1 kJ/mol
HOMO-LUMO gap (alpha / beta): 9.320 / 7.874 eV
Electronic energy: -592.4519 Eh

No. 13
# C2H3ClN

2 unconnected molecules or ions with the total composition C2H3ClN (the ωB97M-V functional and the def2-TZVPD basis, OMol25).

Last column: Löwdin charge in e.
Positions of all 7 atoms, in Å:
C (-1.494, -0.813, -0.264)  0.306
C (-0.390, -0.140, 0.142)  -0.146
N (-3.095, 0.668, -0.100)  -0.441
Cl (-4.482, 0.000, 0.061)  0.828
H (0.607, -0.632, 0.166)  0.146
H (-0.414, 0.685, 0.908)  0.154
H (0.000, 0.493, -0.663)  0.152

## Properties
Charge: +1
HOMO (alpha / beta): -0.5575 / -0.5545 Ha
ΔE to the lowest compared entry with this formula, charge and spin: 693.9 kJ/mol
HOMO-LUMO gap (alpha / beta): 7.551 / 7.356 eV
Electronic energy: -592.3305 Eh

No. 14
# C2H3ClN2O

C2H3ClN2O in the gas phase (the ωB97M-V functional and the def2-TZVPD basis, OMol25).

Last column: Löwdin charge in e.
Positions of all 9 atoms, in Å:
H (1.671, 0.357, 0.119)  0.076
N (0.767, 0.372, -0.390)  0.107
C (-0.128, -0.185, 0.277)  -0.287
C (-1.528, 0.007, -0.298)  -0.734
Cl (-2.398, -1.506, -0.004)  0.634
N (-2.208, 1.115, 0.335)  -0.054
O (-2.028, 2.187, -0.204)  0.031
H (0.193, -0.924, 1.037)  0.119
H (-1.403, 0.208, -1.357)  0.107

## Properties
HOMO: -0.3605 Ha
ΔE to the lowest compared entry with this formula, charge and spin: 320.3 kJ/mol
HOMO-LUMO gap: 8.953 eV
Electronic energy: -722.8316 Eh

No. 15
# C2H3ClNO5S2

A molecular structure, C2H3ClNO5S2 (the ωB97M-V functional and the def2-TZVPD basis, OMol25).

Last column: Löwdin charge in e.
Positions of all 14 atoms, in Å:
O (1.018, 2.656, -0.584)  0.048
C (1.052, 1.473, -0.783)  -0.315
C (-0.140, 0.709, -1.300)  -0.198
S (-1.303, 0.213, 0.006)  0.495
O (-1.137, 1.144, 1.092)  -0.317
O (-2.587, 0.142, -0.649)  -0.339
N (-0.825, -1.282, 0.334)  -0.411
S (0.333, -1.441, 1.397)  0.204
O (-0.034, -1.291, 2.772)  -0.358
O (1.585, -0.865, 0.971)  -0.382
Cl (0.605, -3.495, 1.159)  0.267
H (1.984, 0.908, -0.625)  0.107
H (0.157, -0.215, -1.801)  0.097
H (-0.709, 1.345, -1.988)  0.102

## Properties
Charge: -1
HOMO: -0.2354 Ha
HOMO-LUMO gap: 9.704 eV
Electronic energy: -1765.5962 Eh

No. 16
# C2H3ClO2

A molecular structure, C2H3ClO2 (the ωB97M-V functional and the def2-TZVPD basis, OMol25).

Last column: Löwdin charge in e.
Positions of all 8 atoms, in Å:
C (-0.887, -0.235, 0.496)  -0.566
C (2.063, 0.756, -0.102)  -0.167
O (-1.754, 0.201, -0.521)  -0.129
O (3.153, 0.392, -0.133)  0.004
Cl (0.445, -0.964, -0.396)  0.664
H (-1.360, -1.138, 0.911)  0.089
H (-0.458, 0.606, 1.010)  0.068
H (-1.202, 0.381, -1.265)  0.037

## Properties
HOMO: -0.3846 Ha
ΔE to the lowest compared entry with this formula, charge and spin: 153.4 kJ/mol
HOMO-LUMO gap: 11.385 eV
Electronic energy: -688.6257 Eh

No. 17
# C2H3ClO2

2 unconnected molecules or ions with the total composition C2H3ClO2 (the ωB97M-V functional and the def2-TZVPD basis, OMol25).

Last column: Löwdin charge in e.
Positions of all 8 atoms, in Å:
C (-0.109, 0.324, 0.170)  0.128
C (0.665, -0.846, 0.102)  -0.384
O (1.812, -1.118, 0.430)  0.024
O (3.305, 0.206, -0.598)  -0.694
Cl (4.654, 0.219, 0.161)  0.666
H (-1.206, 0.298, -0.184)  0.099
H (0.391, 1.203, 0.451)  0.041
H (0.134, -1.691, -0.385)  0.120

## Properties
HOMO (alpha / beta): -0.3227 / -0.3085 Ha
ΔE to the lowest compared entry with this formula, charge and spin: 706.9 kJ/mol
HOMO-LUMO gap (alpha / beta): 5.409 / 4.899 eV
Electronic energy: -688.4149 Eh

No. 18
# C2H3ClO2S

2 unconnected molecules or ions with the total composition C2H3ClO2S (the ωB97M-V functional and the def2-TZVPD basis, OMol25).

Last column: Löwdin charge in e.
Positions of all 9 atoms, in Å:
O (1.099, -1.553, 0.551)  0.080
C (0.986, -0.375, 0.456)  -0.716
Cl (1.655, 0.392, -1.185)  0.507
C (0.152, 0.553, 1.285)  -0.602
S (0.169, 2.201, 1.285)  0.766
H (-0.244, -0.042, 2.059)  0.046
O (-1.374, -0.039, -1.361)  -0.099
H (-1.964, -0.770, -1.392)  0.017
H (-0.478, -0.367, -1.698)  0.001

## Properties
HOMO: -0.3622 Ha
ΔE to the lowest compared entry with this formula, charge and spin: 83.9 kJ/mol
HOMO-LUMO gap: 7.645 eV
Electronic energy: -1086.8188 Eh

No. 19
# C2H3ClO2S

C2H3ClO2S in the gas phase (the ωB97M-V functional and the def2-TZVPD basis, OMol25).

Last column: Löwdin charge in e.
Positions of all 9 atoms, in Å:
C (-0.547, -0.336, 0.119)  -0.023
C (0.639, -0.755, 0.515)  -0.774
O (3.003, 1.078, -1.305)  -0.453
O (2.765, 0.796, 1.145)  -0.480
S (3.391, 0.336, -0.116)  0.760
Cl (1.714, -1.612, -0.333)  0.751
H (-1.169, 0.066, 0.865)  0.053
H (-0.668, -0.479, -0.987)  0.087
H (0.832, -0.554, 1.578)  0.079

## Properties
HOMO: -0.3721 Ha
ΔE to the lowest compared entry with this formula, charge and spin: 142.8 kJ/mol
HOMO-LUMO gap: 9.459 eV
Electronic energy: -1086.7963 Eh

No. 20
# C2H3ClO3

2 unconnected molecules or ions with the total composition C2H3ClO3 (the ωB97M-V functional and the def2-TZVPD basis, OMol25).

Last column: Löwdin charge in e.
Positions of all 9 atoms, in Å:
O (-1.896, 0.775, -0.330)  0.049
C (-2.351, -0.064, 0.288)  -0.753
Cl (-3.949, -0.660, 0.092)  0.688
H (-1.827, -0.757, 0.843)  0.047
O (0.185, -0.900, 0.253)  0.058
C (0.319, 0.111, -0.343)  -0.451
O (1.091, 1.157, 0.113)  -0.009
H (0.124, 0.464, -1.400)  0.163
H (1.638, 0.950, 1.042)  0.209

## Properties
HOMO: -0.4034 Ha
ΔE to the lowest compared entry with this formula, charge and spin: 116.3 kJ/mol
HOMO-LUMO gap: 11.666 eV
Electronic energy: -763.8825 Eh